No. 1
A molecular structure, C78H59Cl2O3P4S2SiTi at a distorted geometry, computed with ωB97M-V/def2-TZVPD.

The value obtained for the lowest unoccupied orbital energy (alpha / beta) is 2.285 / 2.218 eV. The calculation puts the HOMO-LUMO gap (alpha / beta) at 6.52 / 6.80 eV. The total energy is -7454.77338 hartree.

ORCA input file:
```
! RIJCOSX wB97M-V def2-TZVPD def2/J DEFGRID3
* xyz -1 1
Ti 1.317 -0.145 -0.361
C -6.149 -1.438 -3.276
C -5.347 -2.191 -2.429
C -4.366 -1.577 -1.668
C -4.160 -0.195 -1.728
C -4.925 0.536 -2.635
C -5.926 -0.075 -3.383
P -2.844 0.495 -0.605
C -3.707 0.091 0.992
C -4.653 0.866 1.658
C -5.329 0.365 2.763
C -5.049 -0.906 3.246
C -4.060 -1.662 2.632
C -3.395 -1.166 1.519
C -2.923 2.307 -0.823
C -4.106 3.055 -0.861
C -4.082 4.430 -1.014
C -2.856 5.076 -1.091
C -1.684 4.342 -1.035
C -1.674 2.942 -0.940
Si 0.086 2.059 -0.926
C 0.777 2.460 -2.679
C 0.781 3.785 -3.149
C 1.186 4.119 -4.428
C 1.561 3.106 -5.296
C 1.548 1.792 -4.861
C 1.187 1.443 -3.551
P 1.096 -0.449 -2.955
C -0.588 -0.755 -3.722
C -1.056 -2.044 -4.015
C -2.202 -2.249 -4.768
C -2.923 -1.170 -5.261
C -2.513 0.110 -4.931
C -1.375 0.313 -4.158
C 2.240 -0.935 -4.389
C 1.800 -1.680 -5.481
C 2.647 -1.981 -6.543
C 3.964 -1.549 -6.540
C 4.419 -0.801 -5.463
C 3.567 -0.496 -4.411
C 0.874 3.320 0.321
C 1.814 4.255 -0.121
C 2.347 5.228 0.711
C 1.939 5.293 2.032
C 1.022 4.371 2.506
C 0.476 3.391 1.680
P -0.742 2.183 2.385
C -2.172 3.267 2.850
C -3.126 2.741 3.730
C -4.196 3.505 4.165
C -4.366 4.799 3.687
C -3.458 5.313 2.775
C -2.366 4.555 2.365
C -0.087 1.888 4.105
C 0.603 0.705 4.345
C 1.171 0.426 5.581
C 1.045 1.335 6.620
C 0.329 2.508 6.413
C -0.228 2.782 5.173
H -6.926 -1.914 -3.862
H -5.483 -3.265 -2.366
H -3.743 -2.178 -1.017
H -4.741 1.591 -2.776
H -6.524 0.522 -4.062
H -4.852 1.880 1.345
H -6.076 0.980 3.252
H -5.587 -1.295 4.102
H -3.802 -2.642 3.019
H -2.610 -1.757 1.056
H -5.061 2.553 -0.791
H -5.008 4.991 -1.057
H -2.815 6.156 -1.175
H -0.750 4.884 -1.031
H 0.451 4.586 -2.509
H 1.193 5.155 -4.747
H 1.853 3.333 -6.315
H 1.810 1.036 -5.585
H -0.511 -2.910 -3.668
H -2.522 -3.263 -4.985
H -3.806 -1.328 -5.869
H -3.078 0.968 -5.276
H -1.097 1.328 -3.919
H 0.783 -2.036 -5.529
H 2.265 -2.555 -7.380
H 4.623 -1.788 -7.366
H 5.441 -0.439 -5.444
H 3.937 0.106 -3.595
H 2.180 4.188 -1.139
H 3.085 5.925 0.332
H 2.350 6.040 2.701
H 0.736 4.418 3.546
H -3.009 1.724 4.090
H -4.907 3.086 4.868
H -5.204 5.398 4.023
H -3.591 6.315 2.381
H -1.649 4.977 1.680
H 0.722 -0.013 3.542
H 1.719 -0.499 5.719
H 1.501 1.134 7.583
H 0.201 3.218 7.222
H -0.779 3.704 5.045
Cl 3.432 -0.289 -1.263
C 1.312 -2.364 -2.250
C 2.204 -3.303 -2.772
C 2.024 -4.658 -2.550
C 0.975 -5.106 -1.759
C 0.180 -4.182 -1.113
Cl -1.070 -4.754 -0.038
C 0.362 -2.807 -1.318
S -0.636 -1.585 -0.574
H 3.015 -2.986 -3.413
H 2.693 -5.375 -3.012
H 0.803 -6.164 -1.606
O 4.019 1.738 0.768
S 3.227 1.172 1.817
O 2.996 2.017 2.955
O 1.912 0.601 1.280
C 4.057 -0.248 2.503
C 5.072 0.124 3.389
C 5.764 -0.827 4.105
C 5.440 -2.166 3.939
C 4.438 -2.530 3.060
C 3.715 -1.586 2.319
P 2.367 -2.225 1.193
C 3.293 -3.693 0.586
C 4.496 -3.426 -0.075
C 5.285 -4.459 -0.554
C 4.881 -5.779 -0.388
C 3.669 -6.050 0.223
C 2.871 -5.012 0.694
C 1.216 -2.890 2.483
C 1.471 -4.001 3.291
C 0.549 -4.422 4.237
C -0.636 -3.721 4.423
C -0.886 -2.594 3.658
C 0.026 -2.194 2.690
H 5.285 1.178 3.513
H 6.543 -0.529 4.797
H 5.965 -2.931 4.499
H 4.217 -3.580 2.938
H 4.815 -2.400 -0.211
H 6.215 -4.236 -1.060
H 5.508 -6.590 -0.741
H 3.323 -7.073 0.321
H 1.915 -5.243 1.144
H 2.392 -4.556 3.194
H 0.757 -5.306 4.829
H -1.353 -4.049 5.165
H -1.798 -2.024 3.797
H -0.203 -1.330 2.087
*
```

No. 2
13 unconnected molecules or ions with the total composition CH25O15 at a distorted geometry, computed with ωB97M-V/def2-TZVPD.

The value obtained for the lowest unoccupied orbital energy is 2.518 eV. The calculation puts the HOMO-LUMO gap at 9.80 eV. The total energy is -1181.83315 hartree.

ORCA input file:
```
! RIJCOSX wB97M-V def2-TZVPD def2/J DEFGRID3
* xyz -1 1
C -0.344 0.308 -0.048
O 0.391 -0.524 -0.643
O 0.030 1.603 -0.134
O -1.277 -0.083 0.642
H 0.805 1.669 -0.743
O -2.606 -1.968 1.815
H -2.107 -2.788 1.660
H -2.075 -1.336 1.352
O -1.200 1.504 -2.899
H -0.747 0.714 -2.644
H -1.294 2.129 -2.154
O -2.203 -1.577 -1.593
H -1.708 -1.080 -0.966
H -1.747 -1.421 -2.459
O 3.355 -0.754 -1.631
H 2.934 -0.946 -0.779
H 2.767 -1.187 -2.300
O 2.804 -0.166 1.063
H 3.617 -0.184 1.626
H 2.411 0.679 1.118
O 1.666 2.585 1.927
H 1.500 3.474 2.135
H 1.034 2.492 1.183
O -1.575 -0.547 4.002
H -0.672 -0.400 3.765
H -1.791 -1.037 3.251
O 1.416 -2.655 0.439
H 1.168 -1.810 0.070
H 0.570 -3.118 0.562
O -3.751 0.873 0.029
H -2.797 0.741 0.185
H -4.222 0.041 -0.129
O 2.138 1.976 -1.964
H 2.544 1.167 -2.323
H 2.863 2.451 -1.528
O 1.127 -2.184 -2.912
H 0.582 -1.885 -2.190
H 1.123 -3.131 -2.804
O -1.737 2.042 2.341
H -1.374 1.429 1.736
H -1.599 2.911 1.938
*
```

No. 3
12 unconnected molecules or ions with the total composition C46H120N16O12 at a distorted geometry, computed with ωB97M-V/def2-TZVPD.

The value obtained for the lowest unoccupied orbital energy is 0.062 eV. The calculation puts the HOMO-LUMO gap at 8.28 eV. The total energy is -3603.32646 hartree.

ORCA input file:
```
! RIJCOSX wB97M-V def2-TZVPD def2/J DEFGRID3
* xyz 0 1
C -16.118 -23.673 -26.189
C -16.842 -24.791 -25.408
C -16.792 -26.119 -26.195
C -15.975 -25.011 -24.121
C -16.213 -23.827 -23.124
C -17.678 -23.695 -22.850
C -18.633 -23.591 -24.020
C -20.035 -24.083 -23.494
C -18.756 -22.083 -24.492
N -18.242 -24.491 -25.108
O -18.965 -24.406 -26.292
H -16.735 -23.287 -27.000
H -15.899 -22.838 -25.523
H -15.115 -23.969 -26.498
H -17.357 -26.894 -25.676
H -17.365 -26.003 -27.115
H -15.758 -26.373 -26.430
H -16.341 -25.830 -23.502
H -14.898 -25.133 -24.237
H -15.578 -23.972 -22.250
H -15.933 -22.851 -23.519
H -17.818 -22.702 -22.422
H -17.959 -24.542 -22.225
H -20.443 -23.634 -22.588
H -19.916 -25.132 -23.221
H -20.786 -24.117 -24.283
H -19.349 -21.936 -25.395
H -17.778 -21.728 -24.817
H -19.169 -21.489 -23.677
H -19.486 -25.213 -26.293
C -12.457 -13.896 -19.275
C -11.418 -14.378 -20.338
C -9.947 -14.061 -19.931
C -11.609 -15.913 -20.225
C -11.061 -16.753 -21.371
C -11.547 -16.123 -22.705
C -11.362 -14.556 -22.794
C -9.875 -14.308 -23.006
C -12.077 -14.237 -24.104
N -11.916 -13.918 -21.608
O -11.839 -12.599 -21.716
H -12.543 -12.813 -19.369
H -13.479 -14.270 -19.347
H -12.138 -14.097 -18.252
H -9.719 -13.157 -20.496
H -9.717 -13.916 -18.876
H -9.212 -14.788 -20.276
H -11.217 -16.268 -19.272
H -12.693 -16.031 -20.239
H -9.982 -16.904 -21.355
H -11.523 -17.739 -21.322
H -12.592 -16.396 -22.850
H -10.993 -16.604 -23.511
H -9.292 -14.881 -22.285
H -9.666 -13.247 -22.871
H -9.493 -14.523 -24.004
H -11.778 -13.243 -24.437
H -13.134 -14.112 -23.869
H -11.876 -14.982 -24.874
H -12.739 -12.354 -21.945
C -10.123 -19.272 -29.596
O -10.409 -20.002 -30.811
C -11.652 -19.716 -31.425
C -11.799 -18.258 -31.846
C -13.207 -17.823 -32.169
N -10.847 -17.818 -32.885
H -9.576 -19.985 -28.979
H -11.080 -19.057 -29.120
H -9.561 -18.340 -29.654
H -11.794 -20.205 -32.389
H -12.418 -19.979 -30.696
H -11.618 -17.635 -30.970
H -13.550 -18.453 -32.989
H -13.366 -16.774 -32.418
H -13.891 -17.971 -31.334
H -9.887 -17.984 -32.620
H -10.900 -18.399 -33.709
C -11.622 -5.023 -24.280
O -11.256 -4.452 -25.507
C -10.193 -5.162 -26.217
C -9.914 -4.331 -27.514
C -8.667 -4.679 -28.273
N -9.741 -2.937 -27.191
H -10.756 -5.167 -23.634
H -12.107 -5.986 -24.437
H -12.158 -4.358 -23.602
H -9.322 -5.129 -25.563
H -10.525 -6.161 -26.498
H -10.798 -4.386 -28.150
H -8.483 -3.982 -29.091
H -8.707 -5.685 -28.692
H -7.840 -4.628 -27.566
H -10.360 -2.692 -26.431
H -9.985 -2.297 -27.933
C -1.197 -12.474 -23.792
O -2.343 -12.753 -23.067
C -2.141 -13.221 -21.690
C -3.216 -14.160 -21.063
C -3.134 -14.684 -19.662
N -3.323 -15.211 -22.040
H -0.878 -11.437 -23.689
H -1.207 -12.719 -24.854
H -0.331 -13.043 -23.457
H -1.181 -13.734 -21.633
H -1.943 -12.367 -21.042
H -4.117 -13.571 -21.229
H -2.308 -15.389 -19.569
H -3.950 -15.256 -19.220
H -2.987 -13.873 -18.949
H -3.543 -14.804 -22.938
H -2.364 -15.490 -22.189
C -17.729 -10.786 -26.949
O -17.989 -12.019 -27.630
C -19.223 -12.598 -27.424
C -19.321 -14.012 -27.955
C -18.376 -14.906 -27.192
N -18.873 -13.941 -29.311
H -16.657 -10.615 -27.048
H -18.044 -10.651 -25.915
H -18.248 -9.990 -27.484
H -19.541 -12.574 -26.381
H -19.900 -12.029 -28.062
H -20.371 -14.291 -27.866
H -18.481 -15.942 -27.514
H -18.698 -14.896 -26.151
H -17.327 -14.614 -27.243
H -17.952 -13.536 -29.232
H -19.403 -13.354 -29.939
C -5.924 -10.708 -28.720
O -6.396 -11.096 -29.988
C -5.636 -12.185 -30.504
C -6.334 -12.806 -31.712
C -6.920 -11.834 -32.761
N -7.535 -13.335 -31.142
H -6.196 -11.459 -27.979
H -6.323 -9.772 -28.329
H -4.844 -10.655 -28.585
H -4.624 -11.943 -30.829
H -5.568 -12.812 -29.615
H -5.714 -13.607 -32.114
H -7.557 -11.064 -32.327
H -7.477 -12.362 -33.535
H -6.138 -11.292 -33.294
H -8.270 -12.652 -31.023
H -8.006 -13.946 -31.794
C -17.289 -15.320 -6.933
O -16.216 -14.563 -7.391
C -16.079 -14.260 -8.763
C -15.719 -15.414 -9.749
C -14.444 -16.231 -9.446
N -15.607 -14.911 -11.133
H -17.399 -15.003 -5.896
H -17.281 -16.408 -6.995
H -18.160 -14.989 -7.498
H -16.996 -13.822 -9.156
H -15.334 -13.480 -8.918
H -16.548 -16.121 -9.769
H -14.511 -17.181 -9.975
H -14.418 -16.417 -8.372
H -13.465 -15.843 -9.727
H -15.476 -15.719 -11.725
H -16.488 -14.581 -11.502
N -14.235 -7.237 -18.492
C -13.144 -6.628 -18.126
N -12.078 -7.415 -18.281
O -13.101 -5.480 -17.816
H -14.081 -8.224 -18.639
H -15.111 -6.768 -18.315
H -11.252 -7.048 -17.829
H -12.045 -8.319 -18.730
N -17.618 -13.364 -21.172
C -18.161 -12.189 -21.044
N -19.439 -12.263 -20.749
O -17.459 -11.207 -21.138
H -18.275 -14.115 -21.016
H -16.644 -13.546 -21.368
H -19.986 -13.110 -20.801
H -19.936 -11.415 -20.519
N -20.310 -18.709 -17.742
C -19.537 -17.778 -18.227
N -18.672 -17.369 -17.374
O -19.628 -17.294 -19.298
H -20.125 -18.821 -16.755
H -20.949 -19.178 -18.368
H -18.142 -16.589 -17.736
H -18.352 -17.899 -16.577
N -8.999 -16.583 -14.244
C -8.092 -17.514 -14.443
N -6.864 -17.079 -14.065
O -8.394 -18.588 -14.939
H -9.927 -16.743 -14.607
H -8.796 -15.773 -13.676
H -6.056 -17.673 -14.177
H -6.774 -16.167 -13.640
*
```

No. 4
A molecular structure, C22H28AuIN2O2P2 at a distorted geometry, computed with ωB97M-V/def2-TZVPD.

The value obtained for the lowest unoccupied orbital energy is -8.324 eV. The calculation puts the HOMO-LUMO gap at 4.39 eV. The total energy is -2230.71816 hartree.

ORCA input file:
```
! RIJCOSX wB97M-V def2-TZVPD def2/J DEFGRID3
* xyz 2 1
Au -0.110 0.566 -0.533
N 2.064 0.560 -0.928
C 2.623 1.884 -0.819
C 3.959 2.131 -0.666
C 4.434 3.456 -0.626
C 3.575 4.512 -0.748
C 2.187 4.287 -0.896
C 1.236 5.318 -1.046
C -0.093 5.010 -1.187
C -0.483 3.667 -1.136
N 0.383 2.683 -0.991
C 1.713 2.955 -0.907
H 2.079 0.218 -1.890
H 2.568 -0.145 -0.395
H 4.659 1.306 -0.596
H 5.496 3.628 -0.517
H 3.941 5.530 -0.731
H 1.563 6.350 -1.051
H -0.836 5.780 -1.331
H -1.526 3.389 -1.211
C -3.319 -0.611 -1.579
P -2.488 0.388 -0.328
C -3.488 1.899 -0.176
C -2.678 -0.473 1.274
C -1.851 0.175 2.378
P -0.051 0.094 2.013
C 0.698 1.197 3.252
C 0.451 -1.582 2.506
H -4.305 -0.881 -1.197
H -2.734 -1.506 -1.777
H -3.425 -0.032 -2.497
H -4.452 1.622 0.250
H -3.648 2.343 -1.159
H -3.010 2.630 0.477
H -2.368 -1.505 1.112
H -3.742 -0.464 1.525
H -2.029 -0.329 3.331
H -2.114 1.228 2.506
H 0.406 0.873 4.252
H 0.372 2.224 3.094
H 1.783 1.155 3.165
H 0.190 -1.744 3.553
H 1.526 -1.695 2.376
H -0.053 -2.319 1.881
I -0.354 -8.601 -0.611
C -0.146 -6.517 -0.792
C -1.201 -5.695 -0.419
C -1.044 -4.321 -0.490
C 0.161 -3.774 -0.923
C 1.201 -4.608 -1.318
C 1.048 -5.982 -1.258
C 0.393 -2.289 -0.922
O 1.516 -1.820 -1.083
O -0.671 -1.566 -0.709
H -2.132 -6.121 -0.073
H -1.863 -3.673 -0.205
H 2.130 -4.176 -1.666
H 1.857 -6.633 -1.560
*
```

Summary of ΔE to the lowest compared entry with this formula, charge and spin in eV
0.106, 1.669, 8.074, 2.156
(order as listed above)